Here is a single C25H29N3O6 molecule from OMol25. Energies are from ωB97M-V/def2-TZVPD.

Structure (XYZ):
```
63
Properties=species:S:1:pos:R:3
C 2.08 2.55 2.12
O 3.15 2.24 1.26
C 3.22 0.98 0.75
C 2.33 -0.04 1.02
C 2.46 -1.29 0.41
C 1.44 -2.28 0.69
C 1.04 -3.27 -0.12
C -0.18 -3.98 0.24
O -0.58 -4.18 1.37
O -0.92 -4.29 -0.86
C -2.30 -4.54 -0.65
C -2.99 -3.17 -0.55
O -3.65 -2.71 -1.46
N -2.69 -2.51 0.60
C -2.65 -1.10 0.80
O -2.01 -0.69 1.75
N -3.30 -0.37 -0.10
C -3.22 1.08 -0.19
C -3.80 1.72 1.08
C -3.73 3.24 0.96
C -2.28 3.68 0.79
C -1.71 3.05 -0.48
C -2.52 3.50 -1.69
C -3.97 3.06 -1.52
C -4.55 3.69 -0.25
C -4.04 1.53 -1.40
C -1.76 1.52 -0.36
C 3.51 -1.51 -0.47
C 4.43 -0.50 -0.73
C 4.29 0.74 -0.14
O 5.13 1.81 -0.34
C 6.15 1.70 -1.29
C 7.21 0.77 -0.92
N 8.03 0.04 -0.62
H 2.21 3.60 2.39
H 2.11 1.94 3.03
H 1.11 2.41 1.63
H 1.51 0.11 1.70
H 0.90 -2.15 1.62
H 1.44 -3.44 -1.11
H -2.66 -5.07 -1.54
H -2.45 -5.13 0.26
H -2.17 -3.01 1.31
H -3.73 -0.88 -0.88
H -3.22 1.38 1.94
H -4.83 1.39 1.21
H -4.15 3.69 1.86
H -1.70 3.36 1.65
H -2.22 4.77 0.72
H -0.66 3.36 -0.61
H -2.47 4.58 -1.79
H -2.11 3.06 -2.60
H -4.56 3.37 -2.39
H -4.52 4.78 -0.34
H -5.59 3.40 -0.13
H -5.08 1.21 -1.28
H -3.64 1.07 -2.31
H -1.19 1.19 0.50
H -1.35 1.06 -1.26
H 3.64 -2.47 -0.94
H 5.26 -0.71 -1.38
H 5.76 1.41 -2.28
H 6.59 2.70 -1.36
```

Values from the calculation:
SMILES ... COc1cc(/C=C/C(=O)OCC(=O)NC(=O)N[C@]23C[C@H]4C[C@H](C[C@H](C4)C2)C3)ccc1OCC#N
Multiplicity ... 1
Strongest force on any atom ... 0.016 Eh/bohr
E_tot ... -43152.1075 eV